[1]
Density functional theory data (wB97M-V/def2-TZVPD) for a gas-phase ion, H4N (charge +1).

XYZ file:
```
5
Properties=species:S:1:pos:R:3:forces:R:3
N 0.004 0.009 0.008 -0.1 -0.3 -0.3
H 0.428 0.936 -0.031 0.1 0.1 0.1
H 0.359 -0.529 0.800 0.1 0.1 0.2
H -1.012 0.089 0.073 -0.1 0.1 0.1
H 0.221 -0.505 -0.850 0.1 0.1 -0.1
```
Positions in Å, forces in eV/Å.

Values from the calculation:
- LUMO (eV) = -4.8
- Kohn-Sham gap (eV) = 20.36
- charge = +1
- HOMO level (eV) = -25.1494
- energy above the lowest of the compared OMol25 structures with the same formula, charge and spin (kcal per mole) = 0.06
- 2S+1 = 1
- total energy (Ha) = -56.88320

---

[2]
Density functional theory data (wB97M-V/def2-TZVPD) for H4N2 in the gas phase.

XYZ file:
```
6
Properties=species:S:1:pos:R:3:forces:R:3
N -0.491 -0.073 0.630 -1.0 -0.4 -2.3
N 0.412 0.093 -0.541 3.2 -3.8 -1.1
H 0.075 -0.092 1.454 0.9 0.1 0.1
H -0.990 0.784 0.684 -0.6 0.8 0.1
H 0.154 0.245 -1.578 -1.3 -0.1 2.8
H 0.840 -0.957 -0.648 -1.2 3.3 0.4
```
Positions in Å, forces in eV/Å.

Values from the calculation:
- LUMO (eV) = 1.4
- Kohn-Sham gap (eV) = 9.65
- HOMO level (eV) = -8.2792
- energy above the lowest of the compared OMol25 structures with the same formula, charge and spin (kcal per mole) = 22.78
- 2S+1 = 1
- total energy (Ha) = -111.82889

---

[3]
Density functional theory data (wB97M-V/def2-TZVPD) for 2 unconnected molecules or ions with the total composition H4N2O2P.

XYZ file:
```
9
Properties=species:S:1:pos:R:3:forces:R:3
N -1.672 -0.051 1.583 -0.4 -1.5 1.9
N -0.989 -0.704 0.668 1.3 -0.3 -2.9
O 0.371 -1.505 -1.403 -0.1 0.7 0.0
O 1.637 1.436 -0.594 0.7 1.6 3.8
P -0.428 -0.264 -0.950 -1.1 -1.8 1.2
H -1.766 0.848 1.222 -0.4 2.2 -0.7
H 1.833 0.737 0.073 -0.3 0.5 -1.5
H -0.741 -1.676 0.865 -0.1 0.3 0.2
H 1.755 1.179 -1.465 0.4 -1.5 -2.1
```
Positions in Å, forces in eV/Å.

Values from the calculation:
- LUMO (alpha / beta) (eV) = 4.3 / 4.4
- Kohn-Sham gap (alpha / beta) (eV) = 6.23 / 5.38
- charge = -1
- HOMO level (alpha / beta) (eV) = -1.9108 / -1.0025
- energy above the lowest of the compared OMol25 structures with the same formula, charge and spin (kcal per mole) = 128.09
- 2S+1 = 1
- total energy (Ha) = -603.71644

---

[4]
Density functional theory data (wB97M-V/def2-TZVPD) for 2 unconnected molecules or ions with the total composition H4N2O2P.

XYZ file:
```
9
Properties=species:S:1:pos:R:3:forces:R:3
N -0.880 -0.269 0.223 -2.6 -2.7 1.6
N 0.008 0.712 0.349 3.0 4.3 3.7
O 1.443 -1.465 0.241 0.4 -0.2 0.6
O 2.816 0.789 0.004 -1.3 -0.3 0.7
P 1.551 -0.023 -0.136 0.8 0.6 -1.1
H -0.548 -1.092 0.778 -0.5 0.3 -0.8
H -1.823 -0.013 0.561 0.7 0.1 -0.4
H 0.204 1.229 1.653 -0.5 -1.9 -3.7
H 1.178 0.119 -1.477 0.0 -0.2 -0.5
```
Positions in Å, forces in eV/Å.

Values from the calculation:
- LUMO (eV) = 4.6
- Kohn-Sham gap (eV) = 8.90
- charge = -1
- HOMO level (eV) = -4.3512
- energy above the lowest of the compared OMol25 structures with the same formula, charge and spin (kcal per mole) = 91.43
- 2S+1 = 1
- total energy (Ha) = -603.77487

---

We obtain max |F| values of 0.009; 0.098; 0.081; 0.125 Eh/bohr for the records listed above, in that order.